1.
Entry from the OMol25 dataset: a single C27H30N6O3 molecule in a non-equilibrium geometry (ωB97M-V/def2-TZVPD).

Properties
Energy above the lowest of the compared OMol25 structures with the same formula, charge and spin   36.6 kcal/mol
Max |F|   0.0332 hartree/bohr
Frontier orbital gap   8.1114 eV

ORCA input file:
```
! wB97M-V def2-TZVPD RIJCOSX def2/J DEFGRID3
* xyz 0 1
C 7.10833 2.31499 1.34508
C 5.77593 3.02223 1.60183
C 4.73104 2.53643 0.63932
C 4.60323 3.13160 -0.62000
C 3.68306 2.67665 -1.53636
C 2.85753 1.59837 -1.21532
N 1.93516 1.11159 -2.10137
C 1.08682 0.04973 -1.88335
O 0.34105 -0.32368 -2.77343
C 1.18817 -0.55654 -0.55722
C 0.23493 -1.68491 -0.28115
N -1.13024 -1.18041 -0.27434
C -1.47060 -0.43232 0.93340
C -1.50976 -1.25569 2.19949
C -2.63825 -1.99806 2.52266
C -2.68199 -2.82055 3.64624
C -1.55758 -2.87115 4.43261
C -0.42576 -2.11661 4.12575
C -0.37817 -1.30434 3.02145
O 0.54159 -2.33742 5.07453
C -0.02261 -3.25025 5.99156
O -1.32912 -3.58519 5.58107
C -2.11071 -2.18828 -0.64091
C -3.43228 -1.55863 -0.87684
N -4.55922 -1.82446 -0.25205
N -5.47905 -1.03096 -0.78568
N -4.98162 -0.29699 -1.69115
N -3.68435 -0.59166 -1.79017
C -2.79945 0.05929 -2.71813
C -2.81651 1.58605 -2.49981
C -3.00863 2.18843 -3.89050
C -3.89548 1.16300 -4.58789
C -3.26282 -0.16204 -4.17127
C 2.09844 -0.10955 0.33425
C 2.97084 0.98419 0.04543
C 3.91553 1.46983 0.95536
H 7.86591 2.66872 2.04005
H 6.99616 1.24044 1.47033
H 7.45065 2.50686 0.33070
H 5.45574 2.82553 2.62645
H 5.91232 4.09923 1.48703
H 5.23931 3.96663 -0.87437
H 3.59312 3.14642 -2.50506
H 1.87576 1.53960 -3.01834
H 0.31793 -2.39843 -1.10564
H 0.50317 -2.19787 0.65463
H -0.73037 0.36645 1.02918
H -2.44777 0.02797 0.76633
H -3.51627 -1.93644 1.89712
H -3.56159 -3.39139 3.89011
H 0.49329 -0.70633 2.81264
H 0.59681 -4.16093 6.03224
H -0.05628 -2.79181 6.99341
H -1.77692 -2.65149 -1.57571
H -2.23492 -2.97728 0.11718
H -1.80213 -0.35089 -2.55213
H -3.66773 1.84699 -1.86897
H -1.90425 1.92817 -2.01353
H -2.04859 2.25685 -4.40449
H -3.45561 3.18035 -3.85164
H -4.91134 1.22618 -4.19661
H -3.92374 1.28951 -5.66884
H -2.39142 -0.37643 -4.78978
H -3.95742 -0.99781 -4.24844
H 2.19187 -0.58594 1.30075
H 3.99688 0.99444 1.92231
*
```

These are the natural (NBO) partial charges, in e, on atoms 1 to 4: number 1, C, carries -0.593; number 2, C, carries -0.415; number 3, C, carries -0.028; number 4, C, carries -0.184

---

2.
Entry from the OMol25 dataset: a single C27H30N6O5S2 molecule in a non-equilibrium geometry (ωB97M-V/def2-TZVPD).

Properties
Energy above the lowest of the compared OMol25 structures with the same formula, charge and spin   0.0 kcal/mol
Max |F|   0.0284 hartree/bohr
Frontier orbital gap   8.2569 eV

ORCA input file:
```
! wB97M-V def2-TZVPD RIJCOSX def2/J DEFGRID3
* xyz 0 1
C -3.98650 -1.72989 2.03077
C -3.71602 -1.37252 0.79048
C -2.65221 -0.41144 0.35939
N -1.73042 -0.07174 1.43009
C -1.77224 1.17096 2.02500
O -2.48327 2.05787 1.59299
C -0.90624 1.34039 3.20704
C -1.01947 2.50826 3.96076
C -0.22154 2.70713 5.06749
C 0.69711 1.73481 5.44276
C 0.81827 0.56361 4.72163
C 0.02325 0.36787 3.59808
N 0.08000 -0.77377 2.82035
C 0.87114 -1.90243 2.78368
S 2.38336 -2.09556 3.62968
C 3.33093 -2.97472 2.33541
C 2.94055 -2.54685 0.93732
O 2.82473 -3.32894 0.02335
N 2.71353 -1.21015 0.76908
C 1.88770 -0.78729 -0.24162
S 1.41283 -1.85251 -1.49306
C 0.32359 -0.63760 -2.11969
C -0.67635 -0.98379 -3.16661
O -1.86716 -0.94165 -2.89388
N -0.21791 -1.33944 -4.38332
C 1.17332 -1.25195 -4.77683
C 1.59661 0.19261 -5.03929
C -1.18075 -1.71734 -5.40107
C -1.24639 -3.23158 -5.57429
C 0.33691 0.51700 -1.39248
C -0.51310 1.70066 -1.70865
C 1.26679 0.45035 -0.30597
C 1.51710 1.45566 0.71705
O 2.16262 1.22993 1.73387
O 0.96486 2.63486 0.45659
C 1.11563 3.68065 1.41503
C -0.06383 4.62547 1.27006
N 0.45074 -2.71694 1.86096
N -0.60545 -2.16512 1.24248
C -0.82107 -1.00655 1.80148
H -4.77365 -2.42696 2.25785
H -3.43922 -1.34954 2.87876
H -4.28680 -1.76958 -0.03616
H -3.11296 0.52566 0.03125
H -2.09537 -0.83865 -0.47938
H -1.74853 3.24123 3.65110
H -0.31243 3.61540 5.64280
H 1.32111 1.88778 6.30975
H 1.52237 -0.19574 5.02121
H 4.37737 -2.74668 2.54247
H 3.15924 -4.04667 2.42721
H 2.83719 -0.51758 1.51504
H 1.80981 -1.69067 -4.00623
H 1.29506 -1.84201 -5.68696
H 0.96200 0.64382 -5.79865
H 2.62667 0.22091 -5.38400
H 1.51579 0.78019 -4.12863
H -0.90785 -1.23362 -6.34331
H -2.15485 -1.34378 -5.07782
H -1.53623 -3.69662 -4.63589
H -0.28170 -3.63341 -5.87654
H -1.98186 -3.48538 -6.33279
H -1.05396 2.02992 -0.82467
H -1.22865 1.44778 -2.48556
H 0.10568 2.53267 -2.04205
H 1.16303 3.24353 2.41836
H 2.06402 4.19404 1.21733
H -0.04943 5.09438 0.29002
H -0.01138 5.39510 2.03443
H -0.99611 4.07617 1.37492
*
```

These are the natural (NBO) partial charges, in e, on atoms 1 to 4: number 1, C, carries -0.404; number 2, C, carries -0.163; number 3, C, carries -0.278; number 4, N, carries -0.423

---

3.
Entry from the OMol25 dataset: a molecular structure, C27H30N7O2S2Sn in a non-equilibrium geometry (ωB97M-V/def2-TZVPD).

Properties
Max |F|   0.0223 hartree/bohr
Frontier orbital gap   7.5576 eV

ORCA input file:
```
! wB97M-V def2-TZVPD RIJCOSX def2/J DEFGRID3
* xyz 1 1
Sn -15.56783 -4.79658 6.68167
N -17.72040 -3.61998 7.89010
C -18.28914 -2.72147 6.86916
C -18.92095 -3.53509 5.75798
N -17.87482 -4.06403 4.87300
H -18.41268 -4.32090 8.14684
H -17.45620 -3.12880 8.73891
H -17.46478 -2.12598 6.44790
H -19.03220 -2.02844 7.30753
H -19.66313 -2.92596 5.23572
H -19.48482 -4.36026 6.18719
H -17.57452 -3.32415 4.23303
H -18.22598 -4.84932 4.32832
C -20.54805 -8.28129 11.92265
C -19.34121 -8.08795 11.06647
C -18.75856 -9.13635 10.38461
C -17.69381 -8.95208 9.51638
C -17.23503 -7.65846 9.30339
C -17.79636 -6.58590 9.97911
C -18.83106 -6.80949 10.88043
S -15.98119 -7.44805 8.10152
O -15.18767 -8.63993 8.03666
O -16.66127 -6.99340 6.87462
N -15.18035 -6.12945 8.45278
C -14.35495 -5.93205 9.56296
C -14.11686 -6.81544 10.59172
C -13.33942 -6.42307 11.70395
C -12.76161 -5.18668 11.77360
C -12.92231 -4.27120 10.69457
C -12.29562 -3.00861 10.64026
C -12.44712 -2.24494 9.51511
C -13.24799 -2.71277 8.46400
N -13.90081 -3.84384 8.50637
C -13.71282 -4.65640 9.59653
H -20.97816 -9.26301 11.81286
H -21.31202 -7.56230 11.65219
H -20.31194 -8.13083 12.97908
H -19.18401 -10.12542 10.50230
H -17.23205 -9.78521 8.99619
H -17.42229 -5.57246 9.83665
H -19.28398 -5.95866 11.38804
H -14.52187 -7.82324 10.58869
H -13.16238 -7.12015 12.51303
H -12.15722 -4.91820 12.64585
H -11.71510 -2.64754 11.49174
H -11.96729 -1.28260 9.41402
H -13.37092 -2.10293 7.56763
C -13.01968 -9.00972 5.14128
N -12.39017 -7.71448 5.22002
C -11.08451 -7.47186 5.67149
C -10.89482 -6.14782 5.64288
N -12.08343 -5.56874 5.16332
C -13.00932 -6.54193 4.90013
S -14.60081 -6.44454 4.33172
C -12.22786 -4.15450 4.96437
C -11.12433 -3.44581 4.50486
C -11.27077 -2.07219 4.36313
C -12.49895 -1.47129 4.68170
C -13.53611 -2.29036 5.10030
N -13.38478 -3.59623 5.25746
H -12.35076 -9.77053 5.54188
H -13.20234 -9.26105 4.10173
H -13.93742 -9.01284 5.72511
H -10.46619 -8.28919 5.99998
H -10.07549 -5.51048 5.92716
H -10.18682 -3.91310 4.24278
H -10.44931 -1.46370 4.00577
H -12.64025 -0.39135 4.56186
H -14.52992 -1.87800 5.29014
*
```

These are the natural (NBO) partial charges, in e, on atoms 1 to 4: number 1, Sn, carries 1.422; number 2, N, carries -0.872; number 3, C, carries -0.226; number 4, C, carries -0.234

---

What did we get for HOMO level? Answer: -8.118, -8.122, -9.975 eV, in the order shown.